The following is a DFT calculation (wB97M-V/def2-TZVPD) of one molecule with the formula C23H24O4 at a distorted geometry.

Last column: Löwdin charge in e.
Positions of all 51 atoms, in Å:
1 C 0.5865 1.7613 2.9675  0.000
2 C 0.3158 0.2729 2.8301  -0.385
3 O 0.8668 -0.4992 3.5803  0.109
4 C -0.5659 -0.1796 1.5664  -0.324
5 C -0.5509 -1.6797 1.7113  -0.051
6 C -1.8986 0.4062 2.1135  -0.357
7 C -2.8004 -0.4862 2.9549  0.007
8 O -2.2122 1.5743 1.8674  0.047
9 C -0.1051 0.0194 0.0627  -0.134
10 C 1.1763 -0.6590 -0.2585  -0.192
11 C 1.2684 -1.5126 -1.4122  -0.042
12 C 2.4266 -2.1811 -1.7349  0.008
13 C 3.4838 -2.1359 -0.8216  -0.238
14 C 3.4117 -1.3393 0.3538  -0.144
15 C 2.2806 -0.6019 0.6145  0.024
16 C 4.6815 -1.5358 1.1330  -0.100
17 C 5.4278 -2.5567 0.2798  -0.111
18 O 4.6337 -2.8362 -0.9425  -0.020
19 C -0.8323 0.6034 -1.1051  -0.127
20 C -0.1588 0.7994 -2.3866  -0.030
21 C -0.7958 1.3057 -3.5068  0.011
22 C -2.1140 1.7307 -3.3321  -0.266
23 C -2.7529 1.6944 -2.0850  -0.157
24 C -2.1020 1.1847 -0.9777  0.026
25 C -4.1467 2.2274 -2.2385  -0.102
26 C -4.2129 2.5099 -3.7469  -0.105
27 O -2.8796 2.1922 -4.3348  -0.024
28 H -0.3628 2.3111 2.9768  0.079
29 H 1.1139 1.8847 3.9387  0.100
30 H 1.2154 2.2303 2.1676  0.110
31 H -1.3191 -2.1611 1.1002  0.116
32 H 0.4291 -2.0427 1.4346  0.087
33 H -0.6942 -1.8924 2.7804  0.071
34 H -2.2209 -1.2672 3.5221  0.088
35 H -3.3532 0.1687 3.6716  0.100
36 H -3.5456 -1.0160 2.2861  0.119
37 H 0.0039 0.9202 0.8105  0.158
38 H 0.4022 -1.5652 -2.0854  0.122
39 H 2.5128 -2.7252 -2.6898  0.127
40 H 2.2964 0.0450 1.5071  0.125
41 H 4.4608 -1.9027 2.1412  0.123
42 H 5.2400 -0.5988 1.2230  0.120
43 H 6.4049 -2.1908 -0.0486  0.120
44 H 5.5509 -3.5030 0.8165  0.121
45 H 0.8926 0.5118 -2.4391  0.104
46 H -0.2787 1.3649 -4.4468  0.112
47 H -2.5871 1.2778 -0.0107  0.095
48 H -4.9022 1.4909 -1.9317  0.119
49 H -4.3136 3.1426 -1.6545  0.120
50 H -4.4210 3.5674 -3.9704  0.120
51 H -4.9556 1.8711 -4.2513  0.120

Values from the calculation:
Gap between HOMO and LUMO   6.87 eV
Net charge   0
SMILES string   CC(=O)C(C)(C(C)=O)C(c1ccc2c(c1)CCO2)c1ccc2c(c1)CCO2
Energy relative to the best compared isomer or geometry (same formula, charge and spin)   55.1 kcal per mole
Spin multiplicity   1
HOMO energy   -7.016 eV
LUMO level   -0.148 eV


The following is a DFT calculation (wB97M-V/def2-TZVPD) of C23H25AlF5N7O4S3Te as an isolated structure at a distorted geometry.

Last column: Löwdin charge in e.
Positions of all 69 atoms, in Å:
1 Al -0.1724 -0.8563 0.0244  0.010
2 C 3.0164 3.9828 -0.3826  -0.400
3 S 3.2697 2.7489 0.9161  0.916
4 C 2.3130 1.4244 0.3458  -0.859
5 S 1.4353 1.6609 -1.1654  0.951
6 N 2.4866 0.2980 0.9705  -0.017
7 N 1.8219 -0.7919 0.5756  -0.020
8 C 2.4885 -1.8607 0.3505  -0.001
9 C 1.8433 -2.8169 -0.5363  -0.209
10 C 2.4777 -3.9477 -1.0344  0.004
11 C 1.8961 -4.6404 -2.0791  -0.028
12 C 0.6930 -4.1894 -2.6081  -0.015
13 C 0.0975 -3.0828 -2.0383  -0.055
14 N 0.6518 -2.4200 -1.0203  0.108
15 H 3.6509 4.8246 -0.1152  0.044
16 H 1.9740 4.3004 -0.3978  0.002
17 H 3.3266 3.5927 -1.3506  0.036
18 H 3.5497 -1.9218 0.5685  0.146
19 H 3.4274 -4.2563 -0.6179  0.124
20 H 2.3808 -5.5155 -2.4913  0.118
21 H 0.2193 -4.6837 -3.4439  0.118
22 H -0.8521 -2.7031 -2.3974  0.118
23 F 0.0628 3.5715 0.6380  -0.583
24 Te -1.0516 3.2050 -1.0500  1.864
25 F -0.2696 2.4921 -2.8451  -0.615
26 F -0.0217 4.6597 -1.6378  -0.423
27 F -2.4173 3.6423 -2.3905  -0.524
28 F -2.1083 4.5709 -0.1702  -0.503
29 O 0.4289 0.3757 -1.1215  -0.537
30 N -2.5220 0.2749 -1.7840  0.154
31 C -2.6825 0.5684 -0.4888  -0.728
32 N -1.8046 0.2835 0.4638  0.054
33 C -2.2078 0.8200 1.6926  -0.285
34 C -1.4999 0.7602 2.8900  -0.014
35 C -2.0795 1.2847 4.0296  -0.063
36 C -3.3328 1.8952 3.9869  -0.076
37 C -4.0275 1.9956 2.7957  -0.070
38 C -3.4535 1.4460 1.6601  -0.456
39 S -4.0930 1.4174 0.0417  1.151
40 H -1.6024 0.0141 -2.1041  0.091
41 H -3.1183 0.7265 -2.4580  0.124
42 H -0.5055 0.3354 2.9007  0.116
43 H -1.5473 1.2274 4.9700  0.110
44 H -3.7596 2.3087 4.8910  0.107
45 H -4.9853 2.4962 2.7429  0.116
46 C -0.2702 -5.2265 1.6282  -0.053
47 C -0.9117 -4.4116 2.7532  -0.149
48 C -2.0301 -3.4739 2.2482  -0.288
49 C -2.6392 -2.6850 3.4345  -0.138
50 C -3.9520 -1.9827 3.0948  -0.053
51 C -3.1230 -4.3017 1.6014  -0.420
52 O -3.6685 -5.2158 2.1709  0.123
53 N -3.4726 -3.9499 0.3143  0.230
54 C -2.8348 -3.0316 -0.5158  -0.481
55 O -3.1849 -2.8959 -1.6650  0.092
56 N -1.7869 -2.3207 0.0416  0.193
57 C -1.4108 -2.4959 1.2883  -0.356
58 O -0.4173 -1.7809 1.6592  0.067
59 H 0.6191 -5.7387 1.9946  0.083
60 H 0.0318 -4.5858 0.7950  0.061
61 H -0.9648 -5.9774 1.2477  0.086
62 H -0.1615 -3.7886 3.2402  0.126
63 H -1.3480 -5.0813 3.4929  0.125
64 H -1.9002 -1.9486 3.7522  0.114
65 H -2.7957 -3.3886 4.2525  0.128
66 H -3.8493 -1.3458 2.2125  0.072
67 H -4.2539 -1.3475 3.9270  0.084
68 H -4.7503 -2.7022 2.9072  0.083
69 H -4.2229 -4.4722 -0.1152  0.170

Values from the calculation:
Gap between HOMO and LUMO   6.93 eV
Net charge   0
Spin multiplicity   1
HOMO energy   -8.533 eV
LUMO level   -1.598 eV


The following is a DFT calculation (wB97M-V/def2-TZVPD) of C23H25AuF3NO4S as an isolated structure at a distorted geometry.

Last column: Mulliken spin population.
Positions of all 58 atoms, in Å:
1 C 2.3495 -0.2151 2.4898  0.152
2 C 2.8014 -0.8884 1.3126  0.072
3 C 2.4506 -0.1034 0.1844  0.345
4 H 3.3899 -1.8157 1.3074  -0.004
5 C 1.7982 1.1235 0.6552  -0.062
6 C 1.7810 1.0188 2.1241  0.283
7 H 1.6690 2.0370 0.0808  -0.005
8 C -1.2098 -1.8492 3.0032  0.290
9 C -0.3872 -2.9425 2.5759  0.310
10 C -0.5086 -3.0665 1.1697  -0.034
11 H 0.1915 -3.5636 3.2630  -0.004
12 C -1.3935 -2.0375 0.7132  0.279
13 C -1.8669 -1.3135 1.8648  -0.051
14 H 2.6808 -0.3379 -0.8507  0.068
15 H 1.4785 1.7982 2.7937  0.093
16 H 2.4741 -0.5747 3.5141  0.001
17 H -2.5423 -0.4440 1.8580  0.014
18 H -0.0408 -3.8308 0.5467  -0.002
19 H -1.3709 -1.5154 4.0211  -0.010
20 Au -0.2179 0.4009 0.2670  0.073
21 C -1.9943 -1.8319 -0.6545  0.075
22 C -3.5282 -2.0372 -0.6003  0.060
23 C -1.3514 -2.6819 -1.7330  0.037
24 H -3.7506 -3.0940 -0.3527  -0.009
25 H -3.9512 -1.7707 -1.5888  0.001
26 H -4.0050 -1.3985 0.1746  0.000
27 H -1.5476 -3.7375 -1.5452  -0.005
28 H -0.2732 -2.5274 -1.7570  -0.006
29 H -1.7838 -2.4116 -2.6990  0.001
30 C -1.7137 -0.3261 -0.9034  -0.001
31 C -2.1197 0.4832 -2.1283  0.017
32 H -0.5631 -0.3192 -1.3010  -0.007
33 H -2.3377 0.2269 -0.1030  -0.008
34 O -3.1886 0.1566 -2.6108  0.001
35 N -1.3452 1.4497 -2.7171  0.002
36 C -0.1873 2.3108 -2.3898  0.006
37 H -1.8992 1.8033 -3.4911  0.000
38 C 1.1067 1.7412 -2.9331  -0.004
39 C 2.2969 2.4080 -2.6220  0.000
40 H 2.2308 3.3566 -2.0759  0.000
41 C 3.5205 1.8494 -2.9890  0.000
42 H 4.4414 2.3730 -2.7271  0.000
43 C 3.5509 0.6340 -3.6873  0.001
44 H 4.5090 0.1992 -3.9748  0.000
45 C 2.3601 -0.0179 -4.0193  0.000
46 H 2.3664 -0.9664 -4.5521  0.000
47 C 1.1305 0.5534 -3.6719  -0.002
48 H 0.1902 0.0741 -3.9517  -0.001
49 H -0.1044 2.5503 -1.3090  0.001
50 H -0.3500 3.2792 -2.9120  0.000
51 F -0.5882 2.3298 6.2093  0.000
52 C -0.4666 2.6758 4.8861  0.001
53 F -1.2611 3.7596 4.6437  0.000
54 F 0.8331 3.0334 4.6350  0.000
55 S -0.8783 1.1902 3.8014  0.011
56 O 0.1262 0.2334 4.1948  0.011
57 O -2.2831 0.8687 4.1385  -0.001
58 O -0.7176 1.6998 2.4228  0.010

Values from the calculation:
Gap between HOMO and LUMO (alpha / beta)   8.49 / 5.61 eV
Net charge   0
Energy relative to the best compared isomer or geometry (same formula, charge and spin)   0.0 kcal per mole
<S²>   2.03
Spin multiplicity   3
HOMO energy (alpha / beta)   -8.177 / -8.094 eV
LUMO level (alpha / beta)   0.315 / -2.482 eV


The following is a DFT calculation (wB97M-V/def2-TZVPD) of C23H25BrN3O3Ti as an isolated structure at a distorted geometry.

Last column: Löwdin charge in e.
Positions of all 56 atoms, in Å:
1 Ti -0.8662 0.4607 0.0246  0.860
2 C 0.6763 3.8976 0.3318  -0.051
3 C 1.2141 2.5176 0.5844  -0.281
4 C 0.6143 1.6363 1.4987  -0.196
5 C 1.1682 0.3672 1.7399  -0.127
6 C 2.3149 -0.0320 1.0666  -0.047
7 C 2.9221 0.8447 0.1775  -0.026
8 C 2.3798 2.0974 -0.0546  -0.006
9 H -0.0145 4.2138 1.1088  0.079
10 H 0.1450 3.9355 -0.6181  0.079
11 H 1.4982 4.6113 0.2776  0.096
12 H -0.1744 2.0056 2.1413  0.110
13 H 0.7929 -0.2524 2.5435  0.109
14 H 2.7522 -1.0003 1.2684  0.125
15 H 3.8311 0.5497 -0.3330  0.129
16 H 2.8718 2.7754 -0.7427  0.136
17 Br -2.4521 2.2923 0.0890  0.332
18 C -3.2978 -0.8430 -1.0391  -0.263
19 C -3.8658 -1.8835 -1.9564  -0.016
20 C -3.1272 -2.4408 -2.9288  -0.052
21 C -1.7586 -2.0653 -3.1167  0.031
22 C -1.2388 -1.0919 -2.3039  -0.209
23 N -1.9317 -0.4774 -1.3495  -0.072
24 C 0.1966 -0.6200 -2.3082  -0.463
25 O 1.0440 -1.0128 -3.0404  0.178
26 O 0.3457 0.2836 -1.3122  -0.137
27 H -4.9117 -2.1412 -1.8443  0.114
28 H -3.5743 -3.1763 -3.5849  0.118
29 H -1.1218 -2.5252 -3.8605  0.128
30 C -3.9460 -3.2593 7.2669  -0.063
31 C -3.5104 -1.8399 6.9339  -0.185
32 N -3.7693 -1.4742 5.5311  -0.049
33 C -4.8513 -0.5262 5.2656  -0.199
34 C -6.2368 -1.1143 5.4899  -0.065
35 C -2.9144 -1.9588 4.6090  -0.431
36 O -1.9192 -2.6143 4.8770  0.087
37 C -3.1547 -1.6440 3.1532  -0.097
38 C -4.2334 -2.1275 2.4337  0.047
39 C -4.3066 -1.8954 1.0696  0.042
40 C -3.2937 -1.1926 0.4526  -0.187
41 N -2.2230 -0.7509 1.1450  -0.006
42 C -2.1727 -0.9697 2.4638  -0.021
43 H -3.7969 -3.4546 8.3297  0.082
44 H -3.3548 -3.9800 6.7031  0.075
45 H -5.0024 -3.4125 7.0377  0.070
46 H -2.4442 -1.7254 7.1217  0.122
47 H -4.0419 -1.1153 7.5510  0.121
48 H -4.7549 -0.1509 4.2486  0.111
49 H -4.7048 0.3299 5.9252  0.124
50 H -6.3971 -1.9981 4.8675  0.071
51 H -7.0020 -0.3763 5.2443  0.082
52 H -6.3785 -1.4081 6.5315  0.075
53 H -5.0089 -2.6964 2.9334  0.135
54 H -5.1467 -2.2575 0.4926  0.127
55 H -3.9027 0.0716 -1.1061  0.130
56 H -1.3021 -0.6065 2.9899  0.124

Values from the calculation:
Gap between HOMO and LUMO (alpha / beta)   5.99 / 5.97 eV
Net charge   +1
Spin multiplicity   1
HOMO energy (alpha / beta)   -10.653 / -10.647 eV
LUMO level (alpha / beta)   -4.668 / -4.681 eV